Record 1
A cluster of 4 separate species, H8O4 in total in a non-equilibrium geometry, computed with wB97M-V/def2-TZVPD.

```
! RIJCOSX wB97M-V def2-TZVPD def2/J DEFGRID3
* xyz 0 1
O 2.078 0.241 -1.556
H 2.178 0.218 -2.444
H 2.452 1.046 -1.259
O -2.858 1.426 -0.249
H -2.612 2.262 -0.022
H -2.058 1.014 0.032
O 0.420 -1.661 1.826
H 0.505 -2.477 1.240
H -0.328 -1.681 2.483
O -0.335 0.135 -0.057
H 0.022 -0.541 0.594
H 0.536 0.017 -0.587
*
```

As for the SMILES: O.O.O.O. Its HOMO energy is -10.48 eV. The calculation puts the HOMO-LUMO gap at 11.013 eV. The calculation puts the energy above the lowest of the compared OMol25 structures with the same formula, charge and spin at 33.6 kcal/mol.

Record 2
The molecule C2H6N4O in a non-equilibrium geometry, computed with wB97M-V/def2-TZVPD.

```
! RIJCOSX wB97M-V def2-TZVPD def2/J DEFGRID3
* xyz 0 1
C -1.175 -0.261 -0.084
C 0.305 0.225 0.053
H -1.542 1.524 0.644
H -2.995 0.447 0.483
H -2.436 -1.692 -0.495
H -0.106 2.136 -0.611
H 0.915 -1.652 0.609
H 2.381 0.614 -0.440
N -2.118 0.770 0.067
N -1.375 -1.481 -0.206
N 0.616 1.526 -0.075
N 1.273 -0.631 0.395
O 2.529 -0.306 -0.159
*
```

As for the SMILES: [H]/N=C(N)/C(=N\[H])NO. Its HOMO energy is -8.95 eV. The calculation puts the HOMO-LUMO gap at 9.498 eV. The calculation puts the energy above the lowest of the compared OMol25 structures with the same formula, charge and spin at 89.4 kcal/mol.

Record 3
A cluster of 3 separate species, C7H25O9P3Si in total, computed with wB97M-V/def2-TZVPD.

```
! RIJCOSX wB97M-V def2-TZVPD def2/J DEFGRID3
* xyz 0 1
C -3.805 -3.257 2.004
P -5.086 -4.473 1.479
O -4.798 -5.748 2.517
Si -6.953 -3.527 2.318
H -4.191 -2.504 2.681
H -2.994 -3.803 2.479
H -3.401 -2.799 1.106
H -4.773 -6.532 1.950
H -7.810 -3.235 1.150
H -7.681 -4.430 3.235
H -6.669 -2.265 3.045
C -0.383 -1.187 -2.209
O 0.043 -0.598 -0.970
P -0.979 0.249 -0.109
O -2.379 -0.152 -0.241
O -0.680 1.772 -0.456
C -0.918 2.230 -1.792
O -0.341 0.119 1.321
C -1.146 0.423 2.474
H 0.228 -2.071 -2.369
H -1.432 -1.471 -2.163
H -0.220 -0.488 -3.029
H -1.796 1.749 -2.224
H -0.040 2.035 -2.408
H -1.090 3.301 -1.743
H -1.245 -0.481 3.070
H -2.136 0.775 2.190
H -0.634 1.189 3.052
C 2.896 0.339 0.052
O 3.392 0.912 -1.171
P 4.624 1.901 -1.130
O 5.565 1.698 -0.029
O 4.003 3.364 -1.205
C 3.222 3.823 -0.098
O 5.184 1.723 -2.588
C 6.517 2.170 -2.880
H 2.420 -0.601 -0.202
H 3.705 0.155 0.757
H 2.154 1.002 0.494
H 3.629 3.464 0.849
H 2.189 3.490 -0.209
H 3.252 4.909 -0.106
H 7.113 1.307 -3.169
H 6.978 2.649 -2.018
H 6.466 2.873 -3.708
*
```

As for the SMILES: COP(=O)(OC)OC.COP(=O)(OC)OC.CP(O)[SiH3]. Its HOMO energy is -8.40 eV. The calculation puts the HOMO-LUMO gap at 9.020 eV.

Record 4
A cluster of 11 separate species, C33H37F10NO31 in total in a non-equilibrium geometry, computed with wB97M-V/def2-TZVPD.

```
! RIJCOSX wB97M-V def2-TZVPD def2/J DEFGRID3
* xyz 0 1
C 13.292 11.949 7.719
C 13.595 10.920 8.881
O 12.349 10.594 9.422
C 11.460 11.450 8.940
O 10.351 11.597 9.323
O 11.892 12.158 7.863
F 14.305 11.623 9.806
H 13.482 11.623 6.683
H 13.794 12.901 7.907
H 14.199 10.074 8.626
C 16.135 11.560 18.092
C 16.089 12.510 19.234
O 15.048 12.024 20.005
C 14.298 11.186 19.241
O 13.221 10.785 19.552
O 14.889 10.923 18.048
F 15.772 13.740 18.808
H 16.946 10.817 18.302
H 16.262 12.020 17.135
H 17.048 12.552 19.749
C 7.604 9.748 11.380
C 8.972 10.320 11.799
O 9.874 9.525 11.208
C 9.205 8.338 10.830
O 9.753 7.441 10.291
O 7.898 8.402 11.115
F 9.159 10.133 13.155
H 7.220 10.144 10.453
H 6.815 9.803 12.129
H 9.139 11.377 11.645
C 10.458 9.679 16.493
C 11.965 9.446 16.432
O 12.127 8.796 15.180
C 10.890 8.314 14.786
O 10.718 7.597 13.844
O 9.926 8.709 15.625
F 12.388 8.559 17.415
H 10.240 10.717 16.213
H 10.074 9.501 17.502
H 12.508 10.384 16.412
C 16.842 14.117 13.060
C 18.274 13.659 13.059
O 18.568 13.547 14.415
C 17.621 14.130 15.162
O 17.633 14.197 16.377
O 16.533 14.561 14.420
F 19.012 14.626 12.456
H 16.060 13.386 12.866
H 16.651 14.917 12.339
H 18.490 12.764 12.485
C 8.600 14.772 12.820
C 8.104 13.865 13.994
O 7.142 13.020 13.385
C 7.115 13.182 12.047
O 6.597 12.490 11.196
O 7.857 14.283 11.708
F 7.558 14.679 14.896
H 9.676 14.824 12.640
H 8.258 15.802 12.918
H 8.844 13.234 14.482
C 13.510 6.665 10.351
C 13.094 7.468 11.558
O 13.928 8.612 11.429
C 15.036 8.329 10.712
O 15.982 9.027 10.693
O 14.849 7.185 10.049
F 13.466 6.810 12.700
H 12.845 6.755 9.514
H 13.696 5.617 10.603
H 12.017 7.633 11.576
C 13.439 16.688 13.776
C 12.361 16.032 12.890
O 11.260 16.006 13.734
C 11.634 16.284 15.012
O 10.870 16.287 15.947
O 12.908 16.664 15.098
F 12.755 14.777 12.556
H 13.710 17.717 13.581
H 14.368 16.079 13.664
H 12.141 16.542 11.934
C 10.391 15.160 18.830
C 11.608 14.268 18.517
O 10.977 13.098 18.091
C 9.654 13.083 18.454
O 8.980 12.150 18.221
O 9.280 14.257 19.042
F 12.418 13.954 19.546
H 10.204 15.746 17.933
H 10.577 15.811 19.705
H 12.168 14.758 17.702
C 16.462 7.090 13.781
C 15.670 7.444 15.038
O 15.890 8.813 15.108
C 17.041 9.140 14.403
O 17.544 10.202 14.402
O 17.478 8.055 13.739
F 16.171 6.870 16.066
H 15.763 7.178 12.944
H 17.008 6.159 13.786
H 14.575 7.338 15.001
C 13.561 13.061 14.856
O 12.666 13.844 15.154
N 13.397 11.974 13.978
C 14.582 11.213 13.557
C 12.034 11.699 13.364
H 14.630 13.158 15.101
H 14.538 10.138 13.795
H 15.453 11.613 14.081
H 14.841 11.392 12.506
H 11.380 12.555 13.609
H 12.169 11.681 12.283
H 11.562 10.760 13.710
*
```

As for the SMILES: O=C1OC[C@@H](F)O1.O=C1OC[C@@H](F)O1.O=C1OC[C@@H](F)O1.O=C1OC[C@@H](F)O1.O=C1OC[C@@H](F)O1.O=C1OC[C@@H](F)O1.O=C1OC[C@@H](F)O1.O=C1OC[C@@H](F)O1.O=C1OC[C@@H](F)O1.O=C1OC[C@@H](F)O1.CN(C)C=O. Its HOMO energy is -9.76 eV. The calculation puts the HOMO-LUMO gap at 9.687 eV.

Record 5
A structure of composition C32H22AuIN4O6PS3 in a non-equilibrium geometry, computed with wB97M-V/def2-TZVPD.

```
! RIJCOSX wB97M-V def2-TZVPD def2/J DEFGRID3
* xyz -1 3
Au 1.818 0.192 -2.357
I 4.607 1.718 -0.708
C 5.393 0.330 0.641
C 6.731 0.072 0.533
C 7.410 -0.666 1.527
C 6.735 -1.058 2.643
C 5.347 -0.806 2.776
C 4.687 -1.164 3.978
C 3.356 -0.926 4.134
C 2.617 -0.416 3.047
C 3.202 -0.084 1.851
P 2.040 0.181 0.419
C 1.342 1.831 0.796
C 2.028 2.757 1.578
C 1.521 4.037 1.766
C 0.321 4.404 1.178
C -0.367 3.490 0.390
C 0.144 2.219 0.195
C 0.694 -0.975 0.888
C -0.554 -0.599 1.379
C -1.523 -1.558 1.646
C -1.251 -2.903 1.438
C -0.003 -3.287 0.962
C 0.959 -2.329 0.683
C 4.621 -0.180 1.726
H 7.282 0.472 -0.307
H 8.468 -0.863 1.418
H 7.246 -1.565 3.453
H 5.270 -1.622 4.769
H 2.850 -1.175 5.058
H 1.542 -0.339 3.150
H 2.971 2.487 2.035
H 2.073 4.748 2.368
H -0.072 5.403 1.321
H -1.287 3.776 -0.103
H -0.381 1.528 -0.456
H -0.782 0.446 1.549
H -2.498 -1.251 2.006
H -2.014 -3.645 1.635
H 0.215 -4.331 0.779
H 1.912 -2.636 0.273
O -6.430 -2.745 1.254
S -7.528 -2.461 0.348
O -7.954 -3.677 -0.328
O -8.635 -1.848 1.054
C -6.958 -1.333 -0.909
N -7.913 -0.706 -1.570
C -7.475 0.086 -2.544
C -6.133 0.248 -2.829
C -5.223 -0.453 -2.045
N -5.656 -1.265 -1.075
C -3.755 -0.340 -2.230
C -2.913 -1.336 -1.750
C -1.546 -1.182 -1.909
N -0.997 -0.113 -2.480
C -1.801 0.838 -2.950
C -3.182 0.762 -2.854
H -8.233 0.609 -3.116
H -5.813 0.881 -3.642
H -3.320 -2.203 -1.251
H -0.853 -1.940 -1.558
H -1.316 1.703 -3.397
H -3.784 1.577 -3.236
O 0.447 3.446 -3.532
S 1.811 2.957 -3.527
O 2.829 3.904 -3.901
O 2.145 2.299 -2.202
S 1.894 1.287 -4.758
N 1.810 -2.933 -2.593
C 1.811 -1.779 -2.525
*
```

Its HOMO energy (spin up / spin down) is -4.95 / -4.95 eV. The calculation puts the HOMO-LUMO gap (spin up / spin down) at 5.979 / 2.823 eV.

Record 6
The ion C5H13N2 with charge +1 in a non-equilibrium geometry, computed with wB97M-V/def2-TZVPD.

```
! RIJCOSX wB97M-V def2-TZVPD def2/J DEFGRID3
* xyz 1 1
C -2.572 0.022 -0.204
C -1.116 0.372 0.031
C -0.155 -0.286 -0.941
C 1.220 0.504 -0.871
C 2.927 -0.703 0.357
N 1.931 0.106 0.343
N -0.699 0.174 1.452
H -3.156 0.676 0.456
H -2.958 0.125 -1.214
H -2.776 -1.002 0.134
H -0.945 1.448 -0.107
H -0.419 -0.365 -1.991
H 0.204 -1.223 -0.522
H 1.076 1.579 -0.768
H 1.790 0.331 -1.774
H 3.390 -0.913 1.313
H 3.319 -0.984 -0.614
H 1.317 0.096 1.186
H -1.287 0.780 2.020
H -1.091 -0.736 1.712
*
```

As for the SMILES: C=[NH+]CC[C@@H](C)N. Its HOMO energy is -14.29 eV. The calculation puts the HOMO-LUMO gap at 9.405 eV. The calculation puts the energy above the lowest of the compared OMol25 structures with the same formula, charge and spin at 46.8 kcal/mol.

Record 7
A cluster of 12 separate species, C22H68O23 in total in a non-equilibrium geometry, computed with wB97M-V/def2-TZVPD.

```
! RIJCOSX wB97M-V def2-TZVPD def2/J DEFGRID3
* xyz 0 1
O 21.786 3.756 0.106
H 22.120 4.461 0.661
H 22.026 2.953 0.569
C 21.005 -3.048 6.735
C 21.555 -3.397 8.125
O 21.778 -4.821 8.304
O 21.835 -3.511 5.656
H 20.959 -1.962 6.657
H 20.037 -3.515 6.551
H 20.880 -3.043 8.904
H 22.484 -2.883 8.371
H 22.165 -5.255 7.540
H 21.633 -4.445 5.562
C 18.476 3.258 7.688
C 18.848 3.431 9.174
O 17.651 3.639 9.980
O 17.719 2.073 7.330
H 19.372 3.288 7.068
H 17.851 4.132 7.507
H 19.493 4.309 9.158
H 19.536 2.656 9.512
H 17.242 2.771 9.969
H 16.988 2.477 6.856
C 22.001 2.667 -4.864
C 20.486 3.073 -4.593
O 19.776 3.000 -5.866
O 22.057 1.346 -5.335
H 22.672 2.888 -4.034
H 22.373 3.283 -5.683
H 20.502 4.095 -4.216
H 20.064 2.496 -3.771
H 18.933 2.590 -5.662
H 21.324 1.248 -5.947
C 17.747 0.125 1.578
C 18.083 -1.343 1.866
O 17.839 -2.175 0.796
O 16.356 0.190 1.768
H 18.106 0.384 0.582
H 18.280 0.712 2.326
H 17.658 -1.656 2.820
H 19.145 -1.361 2.109
H 18.261 -3.022 0.956
H 15.929 -0.284 1.051
C 21.296 -8.865 0.688
C 20.576 -7.598 0.441
O 19.434 -7.373 1.227
O 20.369 -9.949 0.914
H 22.025 -8.855 1.499
H 22.010 -9.104 -0.100
H 20.360 -7.410 -0.611
H 21.254 -6.818 0.788
H 19.027 -8.230 1.374
H 20.952 -10.710 0.946
C 23.695 2.620 6.894
C 23.862 1.794 5.645
O 22.873 2.082 4.682
O 23.602 4.041 6.706
H 24.485 2.415 7.616
H 22.720 2.303 7.263
H 24.020 0.746 5.901
H 24.837 2.041 5.224
H 22.473 2.917 4.935
H 23.650 4.505 7.545
C 23.400 -1.340 -0.094
C 22.399 -1.796 -1.217
O 22.973 -2.270 -2.364
O 24.057 -0.142 -0.539
H 24.062 -2.202 -0.016
H 22.955 -1.112 0.874
H 21.767 -0.973 -1.550
H 21.650 -2.545 -0.962
H 23.261 -1.552 -2.931
H 24.735 -0.300 -1.200
C 13.076 5.367 5.512
C 13.741 4.744 4.280
O 14.534 3.699 4.705
O 12.143 4.533 6.187
H 12.429 6.209 5.264
H 13.909 5.790 6.074
H 14.427 5.349 3.688
H 12.985 4.431 3.560
H 14.807 3.271 3.890
H 12.299 4.719 7.116
C 10.951 -2.884 -0.698
C 10.111 -2.198 -1.817
O 9.902 -0.789 -1.607
O 12.312 -2.913 -1.029
H 10.606 -3.892 -0.469
H 10.791 -2.343 0.235
H 9.142 -2.693 -1.878
H 10.586 -2.406 -2.776
H 8.982 -0.606 -1.807
H 12.781 -3.507 -0.439
C 16.442 -0.651 -3.533
C 16.219 -2.029 -4.223
O 14.811 -2.109 -4.380
O 16.200 0.464 -4.416
H 17.446 -0.604 -3.110
H 15.725 -0.580 -2.715
H 16.662 -2.718 -3.503
H 16.794 -2.135 -5.142
H 14.443 -2.121 -3.493
H 15.271 0.688 -4.322
C 14.015 -5.020 3.523
C 13.154 -5.600 4.594
O 11.785 -5.452 4.333
O 13.919 -5.865 2.365
H 15.054 -4.863 3.812
H 13.652 -4.059 3.160
H 13.455 -5.124 5.526
H 13.316 -6.669 4.732
H 11.634 -6.117 3.657
H 14.347 -6.671 2.664
*
```

As for the SMILES: OCCO.OCCO.OCCO.OCCO.OCCO.OCCO.OCCO.OCCO.OCCO.OCCO.OCCO.O. Its HOMO energy is -9.70 eV. The calculation puts the HOMO-LUMO gap at 9.713 eV. The calculation puts the energy above the lowest of the compared OMol25 structures with the same formula, charge and spin at 103.9 kcal/mol.

Record 8
A cluster of 14 separate species, C23H17Cl52N2O3P2 in total in a non-equilibrium geometry, computed with wB97M-V/def2-TZVPD.

```
! RIJCOSX wB97M-V def2-TZVPD def2/J DEFGRID3
* xyz 1 1
C 2.924 -2.635 -3.803
C 2.908 -2.005 -2.326
P 2.585 -0.139 -2.249
C 2.410 0.653 -3.957
C 1.148 1.639 -4.126
C 1.053 0.109 -1.174
C -0.407 -0.275 -1.559
C -1.574 -0.041 -0.527
C -3.083 -0.439 -0.856
O -3.950 -0.534 0.041
O -3.408 -0.735 -2.228
C -1.228 0.558 0.859
C 0.253 0.915 1.131
P 0.801 1.665 2.820
N 2.090 0.603 3.429
O -0.510 1.618 3.909
N 1.272 0.679 0.144
H 3.926 -2.494 -4.355
H 2.067 -2.214 -4.447
H 2.721 -3.768 -3.715
H 2.036 -2.510 -1.755
H 3.876 -2.246 -1.756
H 3.360 1.294 -4.114
H 2.400 -0.095 -4.832
H 1.022 2.410 -3.292
H 0.167 1.063 -4.301
H 1.328 2.234 -5.101
H -0.596 -0.736 -2.596
H -3.085 -1.651 -2.408
H -2.062 0.701 1.621
H 2.830 0.511 2.701
H 1.737 -0.350 3.633
H -0.810 0.689 4.090
H 2.246 0.919 0.411
C 0.128 5.876 1.142
Cl 0.340 4.135 1.441
Cl -1.216 6.484 2.130
Cl 1.620 6.728 1.585
Cl -0.229 6.148 -0.578
C 3.242 3.749 -7.561
Cl 4.654 3.864 -8.631
Cl 3.787 3.589 -5.876
Cl 2.252 5.214 -7.725
Cl 2.274 2.326 -8.007
C -3.812 0.745 5.543
Cl -3.262 1.621 6.989
Cl -2.653 -0.549 5.155
Cl -5.408 0.034 5.853
Cl -3.920 1.872 4.173
C -3.353 -0.098 -5.789
Cl -4.838 -0.050 -4.816
Cl -3.754 -0.550 -7.458
Cl -2.586 1.505 -5.777
Cl -2.224 -1.295 -5.109
C -8.838 0.756 4.010
Cl -7.408 1.155 3.034
Cl -9.393 2.207 4.870
Cl -10.135 0.166 2.946
Cl -8.416 -0.505 5.190
C 4.550 5.530 4.093
Cl 3.371 4.257 3.700
Cl 4.095 7.040 3.273
Cl 4.576 5.795 5.849
Cl 6.162 5.024 3.546
C 6.026 -5.425 -4.442
Cl 7.435 -6.428 -4.842
Cl 6.453 -4.295 -3.138
Cl 5.525 -4.508 -5.880
Cl 4.688 -6.465 -3.910
C 0.347 -6.235 -4.073
Cl 1.764 -6.093 -5.134
Cl 0.884 -6.386 -2.385
Cl -0.666 -4.784 -4.244
Cl -0.592 -7.672 -4.526
C 1.972 0.594 7.305
Cl 0.201 0.450 7.325
Cl 2.592 0.539 8.970
Cl 2.662 -0.752 6.370
Cl 2.434 2.137 6.553
C 6.134 -2.867 8.032
Cl 7.109 -2.143 6.735
Cl 4.771 -1.795 8.417
Cl 5.514 -4.444 7.496
Cl 7.142 -3.088 9.477
C 8.693 -1.389 -6.452
Cl 8.221 -0.443 -5.023
Cl 8.345 -3.107 -6.166
Cl 7.773 -0.826 -7.865
Cl 10.430 -1.177 -6.755
C -11.292 4.160 2.048
Cl -12.049 5.089 0.737
Cl -10.765 5.269 3.332
Cl -12.468 3.004 2.710
Cl -9.886 3.277 1.413
C -9.090 -4.472 4.281
Cl -10.246 -5.760 3.878
Cl -9.558 -2.974 3.450
Cl -9.094 -4.201 6.037
Cl -7.461 -4.954 3.760
*
```

Its HOMO energy is -11.39 eV. The calculation puts the HOMO-LUMO gap at 6.460 eV.

Record order is preserved below.
E_tot: -8319.2186 -10176.1845 -61840.2896 -126960.4500 -105373.7476 -8368.7827 -70999.7362 -702978.0541 eV